Entry 1:
Computed, not measured: the molecule C10H10FNO3, with wB97M-V/def2-TZVPD.

The geometry in ORCA input format:
```
! RIJCOSX wB97M-V def2-TZVPD def2/J DEFGRID3
* xyz 0 1
C 0.22198 2.54623 -1.98261
H -0.83761 2.78994 -1.95678
H 0.68162 2.84364 -1.04466
H 0.69564 3.09252 -2.79227
C 0.40423 1.04577 -2.18522
N -0.24051 0.29199 -1.12298
C 0.39964 0.15965 0.06604
O 1.46037 0.70292 0.28780
C -0.34180 -0.66455 1.06797
C 0.32564 -1.59828 1.85562
C -0.33682 -2.35224 2.80941
C -1.69363 -2.16310 2.99788
C -2.37783 -1.23181 2.23312
C -1.70760 -0.49286 1.27535
H -2.24045 0.24584 0.69466
H -3.43556 -1.08024 2.38475
H -2.21650 -2.74206 3.74358
H 0.21924 -3.07101 3.39031
F 1.63616 -1.80966 1.67911
H -1.04386 -0.27545 -1.33341
C 1.87903 0.61878 -2.21002
O 2.21496 -0.53348 -2.26157
O 2.72831 1.63762 -2.25546
H 3.64007 1.31026 -2.20290
H -0.03473 0.72959 -3.13770
*
```

Output
HOMO-LUMO gap: 10.196 eV
SMILES: C[C@H](NC(=O)c1ccccc1F)C(=O)O

=====

Entry 2:
Computed, not measured: a cluster of 2 separate species, C4H9NO in total, with wB97M-V/def2-TZVPD.

The geometry in ORCA input format:
```
! RIJCOSX wB97M-V def2-TZVPD def2/J DEFGRID3
* xyz 0 3
C -0.68835 1.21306 -0.31008
C -1.19274 0.03519 -0.08753
C -2.32691 -0.89804 -0.10685
C 2.64485 -0.43028 0.26854
N 1.33583 -0.35239 0.99180
O 0.33849 -1.12575 0.70965
H 0.41752 1.17770 -0.09574
H -1.13822 2.10133 -0.80648
H -2.61525 -1.09618 -1.12746
H -1.83986 -1.89514 0.17807
H -3.13106 -0.63539 0.57856
H 3.05713 0.64424 -0.05953
H 3.38546 -0.84874 0.96639
H 2.60592 -1.15072 -0.61932
H 1.49299 -0.52390 1.98834
*
```

Output
HOMO-LUMO gap (alpha / beta): 6.516 / 8.073 eV
Expectation value of S²: 2.016

=====

Entry 3:
Computed, not measured: a cluster of 2 separate species, CH4NS in total, with wB97M-V/def2-TZVPD.

The geometry in ORCA input format:
```
! RIJCOSX wB97M-V def2-TZVPD def2/J DEFGRID3
* xyz -2 2
S 0.14224 -1.34908 -1.88627
H 0.02711 -1.79252 -3.20933
C 0.02143 0.23855 0.94391
N -0.38829 1.22198 1.71416
H 0.36533 -0.65743 1.40340
H 0.14161 0.23340 -0.17949
H -0.30944 2.10510 1.21362
*
```

Output
HOMO-LUMO gap (alpha / beta): 2.454 / 6.224 eV
Expectation value of S²: 0.754

=====

Entry 4:
Computed, not measured: a structure of composition C20H36CaCl2N2O6P, with wB97M-V/def2-TZVPD.

The geometry in ORCA input format:
```
! RIJCOSX wB97M-V def2-TZVPD def2/J DEFGRID3
* xyz -1 1
O -2.50991 -1.21259 -0.89416
C -1.67686 -1.46749 -1.88466
C -1.31943 -2.96352 -1.92093
C -0.36257 -3.50233 -1.06583
H 0.23483 -2.83332 -0.42740
C -0.11411 -4.88339 -1.07852
H 0.62151 -5.30194 -0.38771
C -0.80129 -5.71027 -1.97705
H -0.63188 -6.78712 -1.97744
C -1.73613 -5.15032 -2.85994
H -2.26812 -5.77562 -3.57467
C -2.00569 -3.78060 -2.81551
H -2.73271 -3.30921 -3.48405
H -2.34139 -1.30561 -2.76216
C -0.82427 0.85504 -2.62082
C -0.39874 -0.50759 -2.18640
H -0.97933 0.85030 -3.71444
H -0.04421 1.60382 -2.39740
H -1.76918 1.13872 -2.14449
C 0.82034 -0.99379 -2.49403
C 1.66961 -0.51201 -3.62848
H 1.29519 -1.74329 -1.86011
H 1.59391 -1.17819 -4.50027
H 2.72635 -0.46461 -3.35437
H 1.37627 0.48766 -3.96555
Ca 1.34196 0.92424 0.13144
Cl 2.06508 -1.62049 0.59395
Cl 2.77141 2.30002 -1.53294
H -2.13267 -3.67285 3.14887
H -0.09295 -2.73738 4.42183
C -1.58574 -3.26499 2.28520
C 0.20204 -2.11182 3.57108
N -0.91891 -2.02842 2.65279
H -2.28881 -3.05165 1.46996
C -1.27399 -0.87537 2.05919
O -0.58064 0.15560 2.03907
H 0.47059 -1.10820 3.90926
H -2.26731 -0.93136 1.57180
H -0.84863 -4.00615 1.94397
H 1.06474 -2.56447 3.06556
H -2.46761 5.22807 0.31830
H -4.40090 3.49802 1.31613
C -2.39751 4.45854 -0.46116
C -4.10906 2.87662 0.45458
N -2.72226 3.14340 0.07874
H -1.38323 4.43263 -0.86596
C -1.75794 2.23012 0.26043
O -0.53584 2.46437 0.10672
H -4.21582 1.81663 0.72140
H -2.12207 1.22613 0.53482
H -3.11543 4.71782 -1.24699
H -4.78161 3.11248 -0.38276
C 0.81835 3.24350 2.86912
O 1.65264 2.26507 2.21027
P 3.16011 1.77561 2.79772
O 4.06203 3.08813 2.51040
C 3.98211 3.92382 1.34056
O 3.41972 0.86352 1.43167
C 4.64404 0.51850 0.75042
H 0.12452 2.72038 3.54169
H 0.25027 3.76457 2.09128
H 1.41262 3.97297 3.44148
H 3.57469 3.41299 0.44364
H 3.37274 4.80805 1.57052
H 5.01654 4.21949 1.13290
H 5.51453 1.07841 1.11915
H 4.79247 -0.56003 0.86731
H 4.46353 0.74075 -0.30699
*
```

Output
HOMO-LUMO gap: 5.827 eV

=====

Entry 5:
Computed, not measured: a cluster of 2 separate species, H4I2OSi2 in total, with wB97M-V/def2-TZVPD.

The geometry in ORCA input format:
```
! RIJCOSX wB97M-V def2-TZVPD def2/J DEFGRID3
* xyz 0 1
O -1.23927 0.63971 0.02487
Si 1.47645 -0.18695 -1.25390
Si -1.99788 0.35425 1.26684
I 1.16086 -2.08707 0.29648
I 2.09604 1.64700 0.28094
H 0.44112 -0.04656 -2.41487
H 2.74835 -0.67274 -1.87742
H -2.62762 1.48452 1.94768
H -2.05805 -1.13218 1.72939
*
```

Output
HOMO-LUMO gap: 8.699 eV
SMILES: I[SiH2]I.O=[SiH2]

=====

Entry 6:
Computed, not measured: a cluster of 2 separate species, C11H15N in total, with wB97M-V/def2-TZVPD.

The geometry in ORCA input format:
```
! RIJCOSX wB97M-V def2-TZVPD def2/J DEFGRID3
* xyz 0 1
C -1.95758 -3.80483 1.63947
C -1.68072 -4.10304 0.18779
H -2.00869 -4.62600 2.35909
H -1.09543 -3.33569 2.15875
H -2.78079 -3.10634 1.77965
H -0.70091 -4.52149 -0.00620
H -2.50390 -4.67220 -0.24041
H -1.80958 -3.14152 -0.32861
C 3.34059 0.75586 -0.19349
C 0.83473 1.41951 -0.26079
C 2.17990 1.67783 -0.55038
C 0.12170 2.56759 -0.70992
C 2.28363 2.89576 -1.19208
C -1.22479 0.43314 0.28389
C -1.97356 1.49734 -0.23663
C 0.13921 0.37586 0.39946
C -1.27799 2.61470 -0.65097
N 1.01237 3.39612 -1.34003
H -1.89097 -0.39092 0.54884
H -3.05028 1.57321 -0.22859
H 0.73020 -0.44155 0.78231
H -1.74602 3.56687 -0.88869
H 3.13954 -0.12774 0.40340
H 4.10017 1.29824 0.37854
H 3.21092 3.43573 -1.28088
H 0.78579 4.31319 -1.69235
H 3.82247 0.45037 -1.12117
*
```

Output
HOMO-LUMO gap: 8.682 eV
SMILES: Cc1c[nH]c2ccccc12.CC

=====

Entry 7:
Computed, not measured: the molecule C5H9ClN2O2S, with wB97M-V/def2-TZVPD.

The geometry in ORCA input format:
```
! RIJCOSX wB97M-V def2-TZVPD def2/J DEFGRID3
* xyz 0 1
C 1.43919 -0.81663 -0.13496
C 1.60018 0.67435 -0.13595
C 0.22389 -1.35295 -0.95006
C 0.53970 1.42071 0.65790
C -1.13169 -0.77332 -0.53591
N -0.65634 1.62198 -0.04726
N -1.56050 -0.88298 0.66011
O -0.94359 -1.30818 1.65674
O -2.87050 -0.36572 0.93360
S -1.81486 2.43923 0.59454
Cl -2.03962 -0.03159 -1.84423
H 2.30076 -1.13537 -0.79060
H 1.59948 -1.26461 0.79475
H 2.59031 1.04064 0.12985
H 1.57940 0.73474 -1.17804
H 0.40586 -1.34893 -1.97032
H 0.03881 -2.40376 -0.70504
H 0.72168 0.84281 1.63115
H 0.86223 2.47427 0.93532
H -2.88440 0.43529 0.29842
*
```

Output
HOMO-LUMO gap (alpha / beta): 7.154 / 7.159 eV
SMILES: [O-]/[N+](O)=C(/Cl)CCCCN=S

=====

Entry 8:
Computed, not measured: a cluster of 2 separate species, C4H12NO3 in total, with wB97M-V/def2-TZVPD.

The geometry in ORCA input format:
```
! RIJCOSX wB97M-V def2-TZVPD def2/J DEFGRID3
* xyz 0 2
C 0.21963 -1.29572 0.76463
C 0.16480 -0.09923 1.71722
C -0.77170 1.11678 1.44666
O -1.21734 1.31130 0.15543
N 0.02834 -0.83144 -0.59490
C 0.12195 -1.76806 -1.65254
O 1.31033 -1.65019 -2.39756
H 1.22264 -1.74043 0.89367
H -0.48320 -2.10844 1.01151
H 0.00290 -0.41368 2.74480
H 1.19077 0.32086 1.58597
H -1.65498 1.10887 2.09642
H -0.15012 2.01870 1.68153
H -0.61540 -0.02297 -0.73076
H -0.75894 -1.59482 -2.31692
H -0.03306 -2.82861 -1.38726
H 1.78657 -0.89237 -2.05053
H 0.24107 3.29247 -1.66554
H -0.44766 2.59691 -0.48783
O -0.15660 3.48008 -0.81401
*
```

Output
HOMO-LUMO gap (alpha / beta): 10.074 / 6.608 eV
Expectation value of S²: 0.755

=====

Entry 9:
Computed, not measured: a structure of composition C14H28Cl2O2SiTi, with wB97M-V/def2-TZVPD.

The geometry in ORCA input format:
```
! RIJCOSX wB97M-V def2-TZVPD def2/J DEFGRID3
* xyz -2 1
C -2.67695 -0.36038 -1.34891
C -1.92468 0.06887 -2.45140
C -1.52341 1.42416 -2.19091
C -1.51250 -0.72750 -3.63208
C -2.11290 1.83716 -0.99028
C -2.83221 0.72104 -0.41812
C -3.48800 0.72526 0.85754
C -3.16869 -1.72699 -1.16759
C -0.53111 2.18984 -2.98517
C -1.95602 3.16672 -0.37748
Ti 0.17744 -0.45544 1.54241
Cl 1.00760 -0.19878 -0.57709
Cl -0.39533 -2.61502 1.71373
O -0.38750 1.29735 1.61744
H -1.47763 -1.80125 -3.41511
H -0.50794 -0.46030 -4.00386
H -2.23439 -0.58841 -4.45480
H 0.36258 1.58479 -3.22276
H -0.12333 3.03828 -2.40977
H -0.90570 2.55695 -3.95774
H -0.94837 3.54902 -0.52147
H -2.10593 3.14331 0.69432
H -2.63816 3.90596 -0.79412
H -3.21797 1.60877 1.43294
H -3.05131 -0.11630 1.74886
H -4.57236 0.71227 0.75357
H -2.43453 -2.49613 -1.41011
H -4.05903 -1.90131 -1.78458
H -3.42506 -1.90725 -0.12191
H -0.75852 1.77392 2.41412
O -2.23787 -0.40237 2.50553
H -2.68564 -0.86822 3.23398
C 2.94037 -2.80522 0.87382
Si 3.43361 -1.10097 1.40795
C 4.68616 -0.96861 2.87240
C 4.25162 -0.25276 -0.02559
C 2.06599 -0.07045 2.28337
H 3.86441 -3.39519 0.82745
H 2.47082 -2.77838 -0.10240
H 2.25725 -3.29518 1.56059
H 5.65887 -1.42682 2.62560
H 4.83061 0.11014 3.11045
H 4.25187 -1.45992 3.76778
H 3.83168 -0.55591 -0.98584
H 4.21139 0.83885 0.01759
H 5.31468 -0.52067 -0.01063
H 2.06591 -0.04251 3.39252
H 2.21015 1.04555 2.10575
*
```

Output
HOMO-LUMO gap: 2.947 eV

=====

Entry 10:
Computed, not measured: a cluster of 6 separate species, C4H20N2O6 in total, with wB97M-V/def2-TZVPD.

The geometry in ORCA input format:
```
! RIJCOSX wB97M-V def2-TZVPD def2/J DEFGRID3
* xyz 1 2
O 0.92679 -0.78806 -2.17519
C 1.63272 -0.73327 -1.17054
N 0.97913 -0.30124 -0.03251
C 1.79332 0.20730 1.02125
C 2.08189 1.76567 0.82538
C 0.94481 2.80239 1.04595
N 0.22134 2.59193 2.31472
H 2.70944 -0.75525 -1.31160
H -0.02514 -0.14054 -0.03862
H 1.40021 0.00743 2.03562
H 2.80235 -0.33725 1.22349
H 2.55664 1.87581 -0.14369
H 2.90199 1.95562 1.49424
H 0.17844 2.63687 0.27785
H 1.37886 3.79056 0.93748
H -0.45842 1.84386 2.20263
H 0.73022 2.49590 3.17023
H -0.70266 -0.30311 -2.06853
H -1.97736 -0.31374 -2.79144
O -1.65955 -0.21560 -1.88089
H -2.61186 2.56402 0.84781
H -2.99301 1.52652 -0.06773
O -3.19206 1.78773 0.84737
H 1.08874 -2.81042 -2.29308
H 0.61624 -3.50924 -1.06647
O 1.43499 -3.32095 -1.55130
H -1.86627 -3.12425 0.10325
H -1.30774 -2.00796 -0.63451
O -1.69193 -2.87842 -0.81795
H -1.27617 -0.28077 2.40030
H -2.43750 0.35948 1.64188
O -1.70456 -0.28592 1.53702
*
```

Output
HOMO-LUMO gap (alpha / beta): 10.664 / 4.071 eV
Expectation value of S²: 0.767

=====

Entry 11:
Computed, not measured: a cluster of 2 separate species, C3HN2O3 in total, with wB97M-V/def2-TZVPD.

The geometry in ORCA input format:
```
! RIJCOSX wB97M-V def2-TZVPD def2/J DEFGRID3
* xyz -1 1
C 0.93798 0.39525 -1.59306
C -0.31515 -1.45207 2.02830
C -1.31730 0.75216 -0.09144
N -0.16516 0.29653 -1.23165
N 0.73154 -1.31288 1.51901
O 2.08190 0.27253 -1.79494
O -1.70722 1.86544 -0.30276
O -1.55214 -0.17133 0.62382
H 1.30556 -0.64562 0.84272
*
```

Output
HOMO-LUMO gap: 9.300 eV

=====

Entry 12:
Computed, not measured: a structure of composition C30H29ClN7O10SW, with wB97M-V/def2-TZVPD.

The geometry in ORCA input format:
```
! RIJCOSX wB97M-V def2-TZVPD def2/J DEFGRID3
* xyz -1 3
W -0.40450 -0.15468 0.92458
C -3.70919 0.24275 2.85459
C -3.23527 -1.07532 2.36212
N -2.09361 -1.33024 1.77007
C -2.01387 -2.67904 1.53527
C -3.16675 -3.26659 1.98308
N -3.93138 -2.21376 2.47822
C -3.67465 -4.63379 2.02099
O -5.06452 -4.68390 2.05799
O -3.03835 -5.63451 2.07761
C -0.73090 -3.15318 0.94145
O -0.53281 -4.31392 0.69516
O 0.11775 -2.16332 0.81570
H -2.87338 0.77994 3.30026
H -4.47681 0.11382 3.61774
H -4.11692 0.83563 2.03533
H -4.78974 -2.31469 2.99272
H -5.41830 -4.02198 1.45087
O -0.46595 1.33111 2.39354
N -1.16481 2.41238 2.18436
N -1.89367 2.33277 1.16298
O -1.97198 1.22097 0.45675
C -2.63820 3.47297 0.72224
C -2.64206 4.64064 1.47079
C -3.37535 5.71672 1.00082
C -4.08039 5.62081 -0.19319
C -4.05190 4.44469 -0.92617
C -3.32638 3.35244 -0.47434
H -2.07196 4.70395 2.38476
H -3.38634 6.63848 1.56756
H -4.64480 6.47065 -0.55568
H -4.58594 4.37266 -1.86467
H -3.26346 2.43308 -1.03728
Cl -1.38313 -0.92841 -1.27314
S 2.03084 -0.16534 1.73648
C 2.39184 -1.64631 2.44555
N 2.73792 -2.60488 2.99252
C 5.71851 -2.46521 -4.61108
C 4.51124 -2.43660 -3.71227
C 4.00742 -3.62376 -3.19541
C 2.91636 -3.61971 -2.33800
C 2.29276 -2.42736 -2.02557
C 2.77516 -1.23087 -2.55492
N 2.13394 -0.03388 -2.17117
C 1.42000 0.78054 -3.02128
C 1.42545 0.55944 -4.40695
C 0.74789 1.39669 -5.26955
C 0.02973 2.48576 -4.79262
C -0.01509 2.69530 -3.42718
C 0.64977 1.86658 -2.52914
C 0.40159 2.13846 -1.07675
O -0.08049 3.19583 -0.70711
O 0.68514 1.15183 -0.25885
C 3.91112 -1.21788 -3.37314
C 4.51194 0.08324 -3.83025
H 5.97863 -3.49148 -4.87011
H 6.59041 -2.01417 -4.12955
H 5.54720 -1.91342 -5.53800
H 4.48587 -4.56049 -3.45889
H 2.54004 -4.54374 -1.91843
H 1.42782 -2.40777 -1.37213
H 1.79639 -0.01475 -1.21887
H 1.94745 -0.30381 -4.79679
H 0.77076 1.18260 -6.33200
H -0.50178 3.14138 -5.46978
H -0.58525 3.51408 -3.00753
H 4.22464 0.33613 -4.85476
H 5.60140 0.04034 -3.79758
H 4.17847 0.89920 -3.19106
N 1.43379 0.21448 6.67629
C 1.42261 -0.59341 5.45210
C 0.01202 -0.76330 4.91045
O -0.94178 -0.18215 5.64502
O -0.21433 -1.35223 3.89124
H 1.97634 -0.22230 7.40711
H -0.46169 0.20640 6.40955
H 1.83093 1.12845 6.50641
H 1.82913 -1.59160 5.61084
H 2.00739 -0.15945 4.64005
*
```

Output
HOMO-LUMO gap (alpha / beta): 6.625 / 6.847 eV
Expectation value of S²: 2.014

=====

| no. | F_max (eV/A) |
| --- | --- |
| 1 | 0.8 |
| 2 | 3.6 |
| 3 | 2.7 |
| 4 | 2.5 |
| 5 | 2.5 |
| 6 | 2.3 |
| 7 | 4.0 |
| 8 | 2.1 |
| 9 | 4.2 |
| 10 | 3.3 |
| 11 | 4.3 |
| 12 | 2.0 |